Record 1
Computed, not measured: a molecular structure, C20H31Ge2MoN, with wB97M-V/def2-TZVPD.

Charge: +2
HOMO-LUMO gap: 6.9 eV
E_tot: -5056.8048 Ha

```
55
Properties=species:S:1:pos:R:3:forces:R:3
Mo 0.295 0.273 -0.238 -0.28 -0.05 0.07
N 0.256 2.317 -0.942 0.06 0.04 -0.25
C -0.856 3.203 -0.551 -0.03 -0.07 0.10
C -1.219 4.181 -1.460 0.01 -0.01 -0.05
C -2.222 5.080 -1.143 -0.02 0.01 0.02
C -2.840 4.993 0.096 0.00 -0.01 -0.01
C -2.470 4.006 0.992 0.02 -0.01 -0.02
C -1.479 3.066 0.691 0.03 -0.04 0.04
C -1.106 2.010 1.673 -0.06 0.07 -0.09
C -1.909 1.741 2.775 0.06 -0.05 0.03
C -1.563 0.765 3.710 0.01 0.03 -0.07
C -0.388 0.046 3.586 -0.07 0.02 0.04
C 0.437 0.288 2.495 0.15 0.11 0.02
C 0.056 1.219 1.508 0.06 -0.16 0.07
H 1.131 2.731 -0.604 -0.07 0.00 0.04
H 0.312 2.349 -1.963 0.04 0.02 0.15
H -0.709 4.254 -2.415 0.00 0.00 0.01
H -2.506 5.847 -1.849 0.00 0.00 0.00
H -3.611 5.700 0.369 0.00 0.00 0.00
H -2.955 3.985 1.957 -0.01 0.00 0.00
H -2.835 2.276 2.918 -0.01 0.00 0.02
H -2.217 0.590 4.554 0.00 0.00 0.00
H -0.094 -0.670 4.341 0.00 0.00 0.01
H 1.390 -0.220 2.435 -0.05 0.04 0.00
C 0.015 -3.274 -2.268 -0.06 0.02 -0.01
Ge -1.097 -1.687 -2.119 0.02 -0.03 -0.04
C -2.845 -1.766 -2.958 0.06 0.07 0.02
C -0.068 -0.115 -2.841 0.01 0.06 0.17
C -1.231 -1.055 -0.223 -0.07 -0.01 -0.04
H -0.350 -3.907 -3.076 0.00 0.02 -0.01
H -0.010 -3.856 -1.348 -0.01 0.00 0.01
H 1.044 -2.999 -2.491 0.02 0.00 0.01
H -2.746 -2.182 -3.960 0.01 0.01 0.00
H -3.293 -0.776 -3.032 0.00 0.00 0.02
H -3.507 -2.408 -2.379 0.03 -0.02 0.01
H 0.427 -0.384 -3.776 -0.07 -0.10 -0.02
H 0.841 0.169 -2.252 0.17 0.08 -0.27
H -0.696 0.756 -3.031 -0.02 0.00 -0.04
H -1.177 -1.833 0.540 0.05 -0.02 -0.01
H -2.162 -0.486 -0.100 -0.01 -0.02 0.02
C 3.900 -1.419 2.100 -0.03 -0.02 -0.02
Ge 2.733 -2.200 0.746 0.03 -0.04 -0.04
C 1.356 -3.340 1.517 0.03 0.03 -0.05
C 3.728 -2.972 -0.735 -0.03 0.01 0.07
C 1.923 -0.476 -0.062 0.08 -0.01 0.12
H 4.639 -2.176 2.368 -0.01 0.00 0.00
H 3.366 -1.147 3.010 0.00 0.00 -0.03
H 4.437 -0.548 1.726 0.00 -0.01 -0.01
H 1.777 -3.808 2.407 0.01 -0.02 -0.01
H 1.068 -4.132 0.829 -0.03 0.01 -0.02
H 0.466 -2.791 1.825 0.03 0.03 0.00
H 4.283 -3.832 -0.356 0.00 0.01 0.01
H 4.446 -2.261 -1.140 -0.01 0.01 0.01
H 3.077 -3.321 -1.532 -0.02 0.00 0.00
H 2.760 0.195 -0.321 -0.01 0.00 0.00
```
Positions in Å, forces in eV/Å.

Atomic partial charges in e from the Mulliken method, atoms 1 to 4: -0.88, -0.35, 1.29, -0.77

Record 2
Computed, not measured: 8 unconnected molecules or ions with the total composition C30H65ClO13S at a distorted geometry, with wB97M-V/def2-TZVPD.

HOMO-LUMO gap: 9.3 eV
E_tot: -3018.5070 Ha

```
110
Properties=species:S:1:pos:R:3:forces:R:3
C -3.783 -5.230 -3.163 0.04 -0.50 0.12
O -3.134 -4.531 -4.197 -0.29 0.17 0.03
C -3.267 -3.115 -4.026 0.30 -0.76 -0.26
C -2.633 -2.452 -5.235 0.41 0.78 0.14
C -2.836 -0.918 -5.299 -0.64 -0.08 0.21
C -4.204 -0.452 -4.750 0.58 -0.16 -0.54
C -4.461 1.011 -5.128 -0.35 -0.01 -0.15
C -5.547 1.717 -4.288 0.25 -0.64 -0.23
C -5.381 1.641 -2.766 0.14 0.46 -0.10
C -4.282 2.549 -2.209 -1.52 0.30 0.07
O -3.004 2.375 -2.876 0.22 -0.14 1.30
S -1.966 1.453 -2.097 2.33 -1.39 -0.86
O -2.383 0.085 -2.022 -1.52 0.05 0.65
O -0.725 1.574 -2.792 0.24 1.12 -0.25
C -1.740 2.118 -0.431 -1.20 0.20 -0.40
C -2.879 3.107 -0.126 -0.52 -0.28 -0.20
C -3.029 3.424 1.374 0.46 0.41 -0.60
C -1.708 3.746 2.117 0.12 0.24 -0.09
O -1.613 3.098 3.382 -0.10 -0.10 0.13
C -1.438 1.704 3.222 -0.10 -0.16 -0.39
C -1.000 1.035 4.506 0.48 -0.19 0.65
O -1.103 -0.406 4.408 0.43 0.45 0.05
C 0.013 -0.902 3.749 -1.04 -0.04 -0.54
C -0.055 -1.118 2.395 -0.70 0.25 -0.33
C 1.042 -1.573 1.709 -0.14 -0.06 -1.13
C 2.240 -1.846 2.330 0.87 -0.43 0.03
C 3.495 -2.315 1.570 -0.45 0.11 -1.39
C 3.017 -2.918 0.214 -0.45 -0.01 0.80
C 4.199 -3.458 2.312 -0.77 0.05 0.50
C 4.352 -1.039 1.219 0.08 -0.35 0.72
C 5.782 -0.900 1.767 1.18 1.31 -0.33
C 5.895 -0.847 3.309 0.33 -1.24 -0.36
C 6.802 -1.898 1.136 -1.02 0.16 -0.25
C 6.264 0.512 1.287 -0.91 -0.20 0.50
C 2.282 -1.649 3.699 0.88 -0.37 -0.60
C 1.188 -1.195 4.377 0.28 0.33 2.15
C -4.175 2.448 -0.679 0.56 -0.22 0.08
Cl -5.670 3.145 0.036 0.13 -0.01 -0.16
H -4.742 -4.770 -2.887 0.18 0.09 0.04
H -3.137 -5.330 -2.279 -0.18 0.23 0.01
H -4.014 -6.247 -3.495 0.16 0.15 -0.16
H -2.721 -2.827 -3.115 -0.29 0.21 -0.01
H -4.338 -2.910 -3.916 0.15 0.26 0.01
H -2.972 -2.890 -6.177 -0.16 -0.22 0.27
H -1.555 -2.625 -5.152 -0.12 -0.20 -0.25
H -2.062 -0.393 -4.731 0.03 -0.08 -0.13
H -2.777 -0.598 -6.346 0.22 -0.01 0.11
H -4.979 -1.081 -5.207 -0.09 0.08 0.27
H -4.186 -0.633 -3.674 -0.22 0.17 -0.05
H -3.522 1.571 -5.161 -0.09 -0.03 0.24
H -4.829 1.005 -6.163 0.14 0.08 0.07
H -5.650 2.754 -4.631 0.07 -0.02 0.22
H -6.496 1.227 -4.536 0.04 0.07 0.15
H -5.255 0.623 -2.389 0.05 0.01 -0.24
H -6.317 2.006 -2.336 0.12 -0.10 0.10
H -4.603 3.578 -2.411 0.48 0.00 -0.22
H -1.801 1.248 0.228 0.11 0.04 -0.10
H -0.754 2.569 -0.401 -0.07 0.00 -0.10
H -2.709 3.995 -0.748 0.04 0.14 0.38
H -3.664 4.310 1.435 -0.09 -0.20 0.15
H -3.594 2.603 1.823 0.29 0.05 0.22
H -1.709 4.821 2.315 0.07 -0.15 0.23
H -0.778 3.544 1.545 -0.91 -0.04 0.17
H -0.661 1.552 2.468 -0.09 -0.19 -0.02
H -2.360 1.214 2.869 0.05 0.08 0.12
H -1.556 1.344 5.394 -0.25 0.00 -0.29
H 0.057 1.254 4.703 -0.15 0.25 0.03
H -0.971 -0.915 1.849 -0.01 -0.02 0.15
H 0.907 -1.688 0.640 0.16 -0.12 0.06
H 3.819 -3.454 -0.295 -0.02 0.20 -0.05
H 2.202 -3.612 0.449 0.22 -0.19 -0.26
H 2.576 -2.147 -0.422 0.33 -0.09 -0.19
H 4.418 -3.166 3.339 0.46 -0.17 -0.16
H 5.069 -3.859 1.795 0.07 0.29 0.07
H 3.479 -4.282 2.403 0.08 0.07 -0.08
H 3.798 -0.163 1.581 0.08 -0.06 -0.08
H 4.396 -0.937 0.129 0.09 -0.08 0.10
H 6.146 -1.862 3.646 -0.20 0.16 0.26
H 4.964 -0.561 3.804 0.16 0.30 -0.08
H 6.745 -0.236 3.633 -0.51 0.06 -0.14
H 7.014 -2.746 1.789 0.12 0.03 -0.15
H 7.710 -1.372 0.838 0.12 -0.21 0.31
H 6.358 -2.255 0.198 0.21 -0.24 0.12
H 5.958 0.692 0.254 0.27 0.05 0.03
H 7.343 0.622 1.397 -0.08 0.00 -0.09
H 5.782 1.251 1.942 0.05 0.11 -0.27
H 3.217 -1.858 4.203 -0.23 0.08 0.30
H 1.280 -1.063 5.453 -0.20 0.06 -0.10
H -4.184 1.389 -0.395 -0.09 0.14 0.13
O 7.800 1.483 -1.292 0.10 0.10 -0.18
H 8.264 1.502 -2.139 0.06 -0.03 0.01
H 7.250 2.273 -1.307 -0.03 -0.03 0.03
O 8.258 -0.032 5.183 0.22 -0.01 0.30
H 8.638 -0.913 5.260 0.00 0.00 -0.07
H 8.155 0.259 6.095 -0.01 0.06 -0.03
O -8.648 5.032 -0.037 0.04 -0.06 0.04
H -7.904 4.513 -0.363 -0.02 0.04 -0.06
H -8.618 4.917 0.918 -0.03 0.03 -0.01
O -0.631 -3.564 5.915 -0.03 0.04 -0.02
H -0.169 -3.533 5.071 0.01 0.01 0.02
H -1.159 -2.757 5.921 0.01 0.01 -0.02
O 0.901 2.515 1.089 0.67 -0.27 -0.13
H 1.236 1.742 0.615 0.00 0.02 0.02
H 1.654 2.811 1.614 -0.05 0.03 0.00
O 10.102 2.398 -2.981 0.07 0.06 0.13
H 10.992 2.314 -3.337 -0.06 -0.05 -0.10
H 10.238 2.657 -2.063 -0.07 -0.02 0.01
O -8.062 -0.019 -2.631 -0.12 -0.02 0.04
H -8.278 -0.554 -1.861 0.05 -0.01 0.00
H -8.918 0.279 -2.958 0.03 0.01 -0.03
```
Positions in Å, forces in eV/Å.

Atomic partial charges in e from the Mulliken method, atoms 1 to 4: -0.71, -0.40, -0.22, -0.75

Record 3
Computed, not measured: 2 unconnected molecules or ions with the total composition C6H14 at a distorted geometry, with wB97M-V/def2-TZVPD.

Energy above the lowest of the compared OMol25 structures with the same formula, charge and spin: 2.524 eV
HOMO-LUMO gap: 10.3 eV
E_tot: -236.9187 Ha

```
20
Properties=species:S:1:pos:R:3:forces:R:3
C 2.836 0.280 0.319 -0.13 -0.13 0.53
C 1.627 -0.279 0.277 0.28 0.04 0.81
C 0.332 0.488 0.405 0.02 0.07 0.17
C -0.988 -0.304 0.336 0.04 -0.02 0.08
C -2.097 0.531 0.984 -0.04 0.02 0.04
C -1.418 -0.726 -1.075 0.07 -0.01 -0.02
H 2.959 1.363 0.347 -0.03 -0.19 0.16
H 3.738 -0.318 0.239 -0.12 0.08 0.00
H 1.537 -1.358 0.126 0.10 0.20 0.24
H 0.286 1.339 -0.294 0.13 -0.24 0.05
H 0.402 0.925 1.406 -0.23 0.16 -0.03
H -0.855 -1.217 0.935 -0.02 0.12 -0.05
H -3.046 -0.015 1.015 0.15 0.06 -0.01
H -1.829 0.811 2.010 -0.07 -0.05 -0.14
H -2.265 1.457 0.420 0.05 -0.14 0.06
H -2.383 -1.248 -1.034 0.21 0.09 0.01
H -1.546 0.148 -1.728 0.07 -0.11 0.13
H -0.698 -1.400 -1.553 -0.06 0.12 0.09
H 1.944 -0.081 -1.563 -0.71 -0.29 -1.33
H 1.342 -0.336 -1.943 0.29 0.21 -0.80
```
Positions in Å, forces in eV/Å.

Atomic partial charges in e from the Mulliken method, atoms 1 to 4: -0.63, -0.54, -0.80, 0.90

Record 4
Computed, not measured: 12 unconnected molecules or ions with the total composition C16H56N16O16 at a distorted geometry, with wB97M-V/def2-TZVPD.

Energy above the lowest of the compared OMol25 structures with the same formula, charge and spin: 2.495 eV
HOMO-LUMO gap: 9.1 eV
E_tot: -2723.4293 Ha

```
104
Properties=species:S:1:pos:R:3:forces:R:3
N 1.602 -2.282 -3.168 -1.69 -0.66 -2.11
C 1.945 -2.222 -1.912 -1.14 0.49 1.44
N 3.210 -1.951 -1.697 1.19 0.43 1.19
O 1.082 -2.286 -0.982 0.63 -0.30 -0.72
H 2.284 -2.252 -3.904 -0.13 -0.09 -0.05
H 0.665 -2.617 -3.362 0.09 -0.08 -0.39
H 3.878 -2.036 -2.441 0.17 0.09 0.22
H 3.447 -1.751 -0.717 0.58 -0.64 0.06
N -3.262 -3.983 -3.099 -0.59 0.46 0.51
C -1.922 -3.842 -2.845 -0.39 -1.46 -3.27
N -1.614 -3.219 -1.742 0.52 1.29 2.28
O -1.119 -4.291 -3.675 0.26 0.26 0.70
H -3.928 -3.701 -2.401 -0.08 -0.22 -0.11
H -3.581 -4.406 -3.950 0.24 0.01 0.05
H -2.250 -2.560 -1.320 -0.10 -0.28 0.23
H -0.650 -3.140 -1.452 0.15 0.15 -0.18
N -4.365 -2.420 3.072 0.33 0.69 -0.18
C -3.953 -1.678 1.994 -1.28 -0.74 -1.64
N -4.569 -0.463 1.940 0.59 0.23 -0.47
O -3.325 -2.131 1.031 0.15 0.29 0.92
H -4.655 -1.774 3.787 0.03 -0.96 0.80
H -3.911 -3.301 3.244 0.10 0.23 0.34
H -5.171 -0.067 2.639 0.11 -0.21 0.06
H -4.430 0.018 1.060 0.11 0.30 0.20
N -0.962 0.363 -0.082 -1.50 0.92 -0.53
C 0.173 1.032 0.123 0.56 -0.50 0.90
N 1.226 0.201 0.234 1.12 0.76 -0.05
O 0.227 2.256 0.305 -0.09 0.18 -0.14
H -1.051 -0.638 -0.107 0.04 0.07 0.05
H -1.786 0.944 -0.087 -0.44 -0.57 0.11
H 2.122 0.658 0.325 0.08 -0.23 -0.09
H 1.157 -0.709 -0.201 0.25 -0.23 0.14
N 1.792 4.281 -2.137 -1.50 -1.23 0.35
C 2.828 4.100 -2.962 0.91 -1.21 -0.26
N 3.573 5.209 -3.082 0.62 0.90 -0.32
O 3.108 3.022 -3.493 -0.49 0.56 0.04
H 1.566 5.117 -1.633 -0.05 -0.02 -0.16
H 1.160 3.494 -2.126 -0.29 0.32 0.57
H 3.377 5.892 -2.373 0.67 0.44 -0.29
H 4.470 5.127 -3.530 -0.01 0.17 0.24
N -4.827 2.325 -1.757 -0.22 1.77 0.21
C -4.588 1.054 -1.415 1.49 -1.14 0.01
N -5.084 0.138 -2.261 -0.72 0.37 -0.32
O -3.841 0.700 -0.500 -0.27 0.81 0.09
H -5.495 2.638 -2.438 0.02 -0.37 -0.05
H -4.317 3.064 -1.302 0.07 -0.27 0.14
H -5.602 0.518 -3.034 -0.14 -0.94 -0.22
H -4.944 -0.831 -2.037 -0.20 0.00 -0.28
N 4.981 0.032 0.170 0.76 1.69 -1.82
C 4.929 -0.975 1.027 -2.35 -0.99 -1.41
N 5.829 -0.975 1.973 1.08 -0.94 2.21
O 4.031 -1.830 0.928 0.26 0.23 0.43
H 5.841 0.553 0.093 -0.25 0.35 0.11
H 4.444 -0.014 -0.679 -0.04 -0.04 0.05
H 5.483 -1.502 2.763 0.76 0.05 0.22
H 6.559 -0.291 2.049 -0.25 0.14 0.26
N 3.255 3.039 0.621 0.81 0.09 -1.22
C 4.078 2.641 1.627 -1.77 0.89 0.10
N 3.394 2.198 2.701 0.79 -0.60 1.16
O 5.279 2.812 1.595 1.06 -0.19 -0.01
H 2.248 3.011 0.604 -0.15 -0.09 0.13
H 3.772 3.453 -0.137 -0.43 -0.10 -0.21
H 3.949 2.173 3.541 -0.27 -0.34 0.04
H 2.437 1.890 2.739 -0.12 0.19 0.01
O 1.519 -3.706 1.353 -1.09 -0.19 -0.82
C 1.670 -4.878 0.551 1.18 -0.13 1.12
C 1.882 -6.060 1.469 -0.22 -0.41 0.24
O 2.317 -7.165 0.691 0.14 -0.04 -0.40
H 1.283 -3.105 0.624 0.14 0.80 0.50
H 0.806 -5.037 -0.094 0.19 0.03 -0.24
H 2.622 -4.679 0.050 -0.26 -0.62 -0.81
H 0.952 -6.332 1.976 -0.10 0.24 0.10
H 2.629 -5.817 2.229 0.00 0.21 0.01
H 2.300 -7.958 1.230 -0.01 0.03 0.05
O -2.788 2.593 2.016 0.28 0.84 0.63
C -3.940 3.403 1.792 -0.36 -1.44 -1.84
C -4.339 4.486 2.777 0.38 -0.43 1.30
O -5.763 4.721 2.862 1.26 -0.07 -0.76
H -2.074 2.858 1.425 0.16 0.08 0.13
H -3.874 3.809 0.776 0.17 0.46 0.01
H -4.694 2.627 1.633 -0.71 0.41 0.66
H -3.753 5.391 2.601 -0.32 0.27 -0.28
H -4.020 4.185 3.776 -0.18 -0.23 0.03
H -5.986 5.071 1.993 -0.41 0.07 0.10
O -1.228 2.690 -2.481 -0.01 0.08 -0.22
C -0.724 2.320 -3.767 0.30 -0.54 0.86
C -1.277 0.941 -4.162 0.18 0.14 -0.86
O -0.558 -0.111 -3.520 -0.42 0.20 0.39
H -1.167 1.900 -1.929 0.06 0.03 0.18
H -0.835 3.200 -4.399 -0.63 -0.40 -0.40
H 0.364 2.201 -3.691 0.20 -0.07 -0.13
H -1.261 0.735 -5.236 0.25 0.42 -0.20
H -2.330 0.841 -3.895 0.05 0.08 0.39
H 0.377 0.112 -3.480 0.05 0.02 -0.11
O 1.682 -2.366 3.663 0.50 -0.24 0.50
C 1.123 -1.110 3.453 0.29 0.25 -0.77
C 1.343 -0.182 4.637 0.19 -0.30 -1.03
O 0.995 1.175 4.218 -0.44 -1.49 0.73
H 1.607 -2.833 2.813 0.26 -0.37 0.22
H 1.553 -0.627 2.568 -0.02 -0.05 -0.05
H 0.057 -1.286 3.254 -0.30 0.66 0.10
H 2.395 -0.145 4.912 -0.01 -0.14 0.04
H 0.769 -0.690 5.416 -0.18 1.06 0.66
H 0.167 1.014 3.749 -0.18 0.61 -0.09
```
Positions in Å, forces in eV/Å.

Atomic partial charges in e from the Mulliken method, atoms 1 to 4: -0.27, 0.25, -0.30, -0.03

The lowest E_tot belongs to which entry? C20H31Ge2MoN

Number 4 is which compound? C16H56N16O16